Record 1
The following is a quantum chemistry calculation of a 2-piece molecular cluster, C2H4BrN overall, from the OMol25 dataset.

Strongest force on any atom: 2.90 eV/A
Energy above the lowest of the compared OMol25 structures with the same formula, charge and spin: 402.2 kJ/mol
Total charge: 0

Geometry as XYZ:
```
8
Properties=species:S:1:pos:R:3:forces:R:3:lowdin_charge:R:1
C -0.989 -0.646 0.225 0.305 2.387 -0.362 -0.60
C 1.348 1.012 -0.062 0.170 -0.917 1.327 0.11
N -0.790 -1.817 0.163 -0.090 -1.271 0.243 0.04
Br -2.645 0.450 -0.105 0.418 -0.309 0.195 0.47
H 1.154 1.889 0.442 -1.003 1.740 0.972 -0.03
H 1.318 1.021 -1.076 -0.549 -0.066 -2.844 -0.04
H 2.190 0.527 0.333 0.766 -1.142 0.617 -0.01
H -1.587 -2.436 0.080 -0.017 -0.423 -0.149 0.07
```
Positions in Å, forces in eV/Å.

Record 2
The following is a quantum chemistry calculation of an isolated ion of composition C2H4BrN2 and charge +1, from the OMol25 dataset.

Strongest force on any atom: 3.57 eV/A
Energy above the lowest of the compared OMol25 structures with the same formula, charge and spin: 372.7 kJ/mol
Total charge: +1

Geometry as XYZ:
```
9
Properties=species:S:1:pos:R:3:forces:R:3:lowdin_charge:R:1
C -0.453 1.211 -0.132 0.439 -0.741 0.709 -0.63
C 0.195 -1.083 0.571 -1.600 0.402 -0.365 -0.03
N 0.454 0.345 0.598 -1.966 2.975 -0.235 0.01
N 0.671 1.079 -0.756 -0.343 -0.997 -2.194 0.16
Br -2.167 1.986 -0.286 2.117 -1.102 0.267 0.95
H -0.851 -1.352 0.298 0.855 0.057 -0.134 0.12
H 0.949 -1.363 -0.119 0.496 -1.357 -0.643 0.09
H 0.402 -1.425 1.557 0.325 -0.435 0.668 0.10
H 0.802 0.601 -1.733 -0.323 1.198 1.927 0.23
```
Positions in Å, forces in eV/Å.

Record 3
The following is a quantum chemistry calculation of one molecule with the formula C2H4BrN3O, from the OMol25 dataset.

Strongest force on any atom: 3.22 eV/A
Energy above the lowest of the compared OMol25 structures with the same formula, charge and spin: 0.0 kJ/mol
Total charge: 0

Geometry as XYZ:
```
11
Properties=species:S:1:pos:R:3:forces:R:3:lowdin_charge:R:1
C -1.517 -0.340 -0.404 0.093 0.008 -0.098 -0.16
C -0.428 -0.593 0.599 1.551 2.002 0.611 -0.70
N 0.340 0.873 0.890 -2.341 -2.158 0.495 0.06
N 1.444 0.994 0.415 -0.605 -0.763 0.806 -0.07
N 2.162 1.292 -0.469 0.130 0.857 -2.069 -0.10
O 3.328 1.407 -0.709 1.350 -0.165 0.249 0.00
Br 0.839 -1.948 0.030 -0.242 0.237 0.102 0.67
H -2.032 0.586 -0.150 -0.016 -0.004 0.041 0.08
H -2.235 -1.159 -0.379 0.016 -0.021 -0.050 0.08
H -1.111 -0.258 -1.414 -0.035 0.037 0.082 0.07
H -0.790 -0.855 1.591 0.099 -0.030 -0.169 0.07
```
Positions in Å, forces in eV/Å.

Record 4
The following is a quantum chemistry calculation of a 2-piece molecular cluster, C2H4BrNO overall, from the OMol25 dataset.

Strongest force on any atom: 3.66 eV/A
Energy above the lowest of the compared OMol25 structures with the same formula, charge and spin: 500.8 kJ/mol
Total charge: 0

Geometry as XYZ:
```
9
Properties=species:S:1:pos:R:3:forces:R:3:lowdin_charge:R:1
C -0.923 -0.049 -1.356 2.879 -0.476 2.210 -0.65
C 0.584 0.255 1.148 -2.867 -0.601 -0.050 -0.29
N -0.524 -1.204 -1.252 -1.841 2.569 -1.626 0.11
O -0.035 1.147 0.339 -1.262 -0.809 -2.302 -0.29
Br -1.425 1.303 -2.449 -0.284 -0.502 0.227 0.87
H 0.092 -0.851 0.902 0.851 1.825 1.799 0.09
H 0.568 0.673 2.191 -0.655 -1.238 -0.315 0.10
H 1.579 0.115 0.940 2.888 -0.397 -0.831 0.02
H 0.084 -1.387 -0.464 0.291 -0.372 0.887 0.03
```
Positions in Å, forces in eV/Å.

Record 5
The following is a quantum chemistry calculation of one molecule with the formula C2H4BrNO2, from the OMol25 dataset.

Strongest force on any atom: 2.07 eV/A
Energy above the lowest of the compared OMol25 structures with the same formula, charge and spin: 319.0 kJ/mol
Total charge: 0

Geometry as XYZ:
```
10
Properties=species:S:1:pos:R:3:forces:R:3:lowdin_charge:R:1
C -0.942 0.601 0.339 -0.139 0.120 -0.023 -0.12
C 0.315 0.297 -0.424 -0.416 -0.109 -2.025 -0.66
N 0.693 -1.167 -0.081 -1.443 0.326 0.271 -0.45
O 1.142 -1.856 -0.964 0.133 0.044 0.469 0.08
O 0.396 -1.497 1.068 0.948 -0.137 -1.384 0.05
Br 1.981 1.229 -0.007 -0.723 0.219 -0.020 0.73
H -1.657 -0.246 0.220 0.696 0.503 0.307 0.11
H -1.502 1.511 0.056 0.832 -0.230 0.005 0.10
H -0.492 0.657 1.299 -1.029 0.187 1.583 0.05
H 0.065 0.471 -1.507 1.140 -0.925 0.818 0.12
```
Positions in Å, forces in eV/Å.

Record 6
The following is a quantum chemistry calculation of one molecule with the formula C2H4BrOP, from the OMol25 dataset.

Strongest force on any atom: 3.71 eV/A
Energy above the lowest of the compared OMol25 structures with the same formula, charge and spin: 404.5 kJ/mol
Total charge: 0

Geometry as XYZ:
```
9
Properties=species:S:1:pos:R:3:forces:R:3:lowdin_charge:R:1
C 1.301 -0.090 -0.274 -1.193 1.636 -3.113 -0.26
C 0.345 0.864 0.369 0.060 -0.284 2.880 -0.71
O -3.159 -1.143 0.618 0.596 -0.309 -1.045 -0.62
P -2.314 -1.029 -0.598 -0.362 1.186 1.611 0.72
Br -1.260 1.450 -0.307 0.092 -0.783 -0.678 0.64
H 1.138 -1.093 -0.036 -0.471 -1.734 0.215 0.02
H 2.241 0.124 0.146 1.571 0.517 0.145 0.04
H 1.298 0.016 -1.451 0.247 -0.164 2.281 0.11
H 0.409 0.901 1.533 -0.540 -0.064 -2.295 0.06
```
Positions in Å, forces in eV/Å.

Record 7
The following is a quantum chemistry calculation of C2H4CdF3NO4S as an isolated structure, from the OMol25 dataset.

Strongest force on any atom: 4.01 eV/A
Energy above the lowest of the compared OMol25 structures with the same formula, charge and spin: 20.7 kJ/mol
Total charge: 0

Geometry as XYZ:
```
16
Properties=species:S:1:pos:R:3:forces:R:3:lowdin_charge:R:1
O 1.310 1.749 -0.300 3.131 1.273 2.166 -0.31
C 0.806 3.087 -0.290 -0.255 0.852 0.735 -0.10
Cd 0.446 0.284 -1.230 -0.642 -0.190 -0.896 1.43
H -0.061 3.114 0.381 0.196 0.135 -0.141 0.10
H 1.579 3.776 0.071 -0.251 -0.169 -0.225 0.10
H 0.484 3.361 -1.301 0.278 -0.188 0.223 0.09
O 0.590 -1.641 -1.619 1.008 -2.023 -0.601 -0.54
H 2.047 1.527 0.366 -1.764 0.858 -1.401 0.17
N -0.814 -1.280 -1.486 -1.683 -0.393 -0.074 -0.51
S -1.485 -2.073 -0.283 -2.204 -2.123 0.625 0.59
O -2.766 -1.458 0.090 1.848 -0.362 -0.616 -0.34
O -1.458 -3.534 -0.425 0.290 2.276 0.143 -0.31
C -0.382 -1.808 1.233 -0.540 -0.778 -0.821 -0.68
F 0.551 -2.731 1.346 0.197 -0.048 0.142 0.15
F -1.091 -1.765 2.347 -0.035 0.083 0.201 0.15
F 0.245 -0.609 1.101 0.426 0.797 0.540 0.00
```
Positions in Å, forces in eV/Å.

Record 8
The following is a quantum chemistry calculation of one molecule with the formula C2H4Cl2N2, from the OMol25 dataset.

Strongest force on any atom: 2.61 eV/A
Energy above the lowest of the compared OMol25 structures with the same formula, charge and spin: 222.7 kJ/mol
Total charge: 0

Geometry as XYZ:
```
10
Properties=species:S:1:pos:R:3:forces:R:3:lowdin_charge:R:1
C -0.419 -0.156 -0.044 1.976 -1.550 -0.714 -0.55
C 1.003 -0.843 -0.099 -0.222 0.037 1.887 -0.06
N -1.499 -0.885 -0.160 2.502 0.456 0.101 -0.42
N -0.229 1.164 0.251 -0.892 0.423 0.248 -0.40
Cl -3.030 -0.175 -0.122 -0.261 0.823 0.179 0.54
Cl 1.103 2.190 -0.130 -0.803 -0.639 0.026 0.66
H 1.299 -1.322 -1.029 -0.478 -0.046 -0.031 0.07
H 1.789 -0.059 0.142 -1.064 -1.187 -0.328 0.02
H 1.036 -1.595 0.763 -0.068 0.864 -1.362 0.10
H -1.054 1.682 0.428 -0.689 0.819 -0.007 0.04
```
Positions in Å, forces in eV/Å.

Record 9
The following is a quantum chemistry calculation of one molecule with the formula C2H4Cl2N2, from the OMol25 dataset.

Strongest force on any atom: 5.14 eV/A
Energy above the lowest of the compared OMol25 structures with the same formula, charge and spin: 121.6 kJ/mol
Total charge: 0

Geometry as XYZ:
```
10
Properties=species:S:1:pos:R:3:forces:R:3:lowdin_charge:R:1
C 0.402 0.721 -0.007 2.019 -2.701 -3.881 -0.75
C -0.371 -0.383 0.220 1.349 3.043 0.847 -0.84
N 1.494 0.653 -1.244 -2.550 -0.415 1.627 -0.03
N -1.355 -0.325 1.202 -1.414 1.358 -0.871 0.02
Cl 0.355 2.184 0.827 -0.198 0.145 -0.027 0.69
Cl 0.139 -1.895 -0.419 -0.473 -0.417 -0.158 0.70
H 2.113 -0.123 -1.032 0.560 0.213 0.947 0.01
H 1.033 0.139 -2.027 -0.389 1.108 0.610 0.04
H -2.218 0.257 0.973 1.765 -1.154 0.300 0.13
H -1.592 -1.227 1.507 -0.670 -1.180 0.605 0.04
```
Positions in Å, forces in eV/Å.

Record 10
The following is a quantum chemistry calculation of one molecule with the formula C2H4Cl2O2Si, from the OMol25 dataset.

Strongest force on any atom: 4.22 eV/A
Energy above the lowest of the compared OMol25 structures with the same formula, charge and spin: 129.7 kJ/mol
Total charge: 0

Geometry as XYZ:
```
11
Properties=species:S:1:pos:R:3:forces:R:3:lowdin_charge:R:1
C -1.118 -0.692 0.204 -1.167 1.079 -0.116 -0.53
C -1.378 0.587 -0.584 -0.276 -1.032 -1.372 -0.01
O 0.203 -0.890 0.531 1.193 -0.063 -0.380 -0.22
O -2.092 -1.378 0.496 3.098 0.480 -0.110 0.09
Si 1.910 -0.244 0.317 -3.810 -1.346 -1.233 -0.34
Cl 2.942 -1.740 1.094 0.596 -0.616 0.034 0.40
Cl 1.998 1.341 1.433 0.146 1.765 1.339 0.41
H -1.652 0.317 -1.637 1.194 0.195 0.481 0.11
H -0.775 1.458 -0.449 1.327 0.023 -0.311 0.06
H -2.309 0.986 -0.355 -2.038 0.275 1.230 0.05
H 2.271 0.255 -1.049 -0.263 -0.760 0.437 -0.02
```
Positions in Å, forces in eV/Å.

no.,energy (hartree)
1,-2707.2058
2,-2761.6958
3,-2891.9393
4,-2782.4453
5,-2857.7383
6,-3069.0595
7,-1299.6302
8,-1108.4106
9,-1108.4492
10,-1439.0794